Entry 1:
20
Properties=species:S:1:pos:R:3:forces:R:3:lowdin_charge:R:1 method="wB97M-V/def2-TZVPD" homo_ev=-8.48 e_tot_ev=-15328.6074 de_lowest_kcal_mol=43.7 lumo_ev=0.98 smiles="CC1=C(C)[C@@H]2C[C@@H]2[SiH2]1"
C -0.9495 2.1876 0.2955 -2.1 0.8 1.2 -0.14
C -0.1859 0.9486 0.1476 2.9 0.3 -0.5 -0.37
C -0.6719 -0.2727 -0.0574 -1.6 -0.2 0.1 -0.28
C -2.2180 -0.5838 0.0451 2.2 0.5 -0.6 -0.02
C 0.2683 -1.3408 -0.5211 -1.2 0.2 -0.5 -0.26
C 1.3399 -1.8915 0.3420 0.5 0.4 1.9 -0.14
C 1.6716 -0.8257 -0.5779 2.1 0.4 -4.0 -0.42
Si 1.7833 0.9453 -0.0744 -2.0 -1.1 2.8 0.76
H -0.3298 3.1516 0.4563 -1.3 -1.6 -0.7 0.10
H -1.7631 2.1146 1.1044 1.3 0.3 -0.6 0.09
H -1.5992 2.0854 -0.6036 0.4 1.4 0.1 0.08
H -2.3265 -1.5940 -0.4007 -0.6 0.9 0.0 0.07
H -2.7836 0.2889 -0.4089 0.3 -1.5 0.3 0.08
H -2.4325 -0.6589 1.1015 -0.4 0.0 0.3 0.07
H -0.1396 -1.9495 -1.3654 0.6 0.3 0.9 0.15
H 1.5415 -1.5490 1.3543 -0.9 -0.4 0.3 0.11
H 1.7790 -2.8131 0.1317 0.3 -1.6 -0.3 0.08
H 2.2268 -1.1205 -1.5150 -0.5 0.2 1.1 0.12
H 2.2876 0.9611 1.4360 -0.1 0.3 -1.5 -0.02
H 2.5015 1.9163 -0.8899 0.0 0.2 -0.3 -0.07

Entry 2:
17
Properties=species:S:1:pos:R:3:forces:R:3:lowdin_charge:R:1 method="wB97M-V/def2-TZVPD" homo_ev=-9.06 e_tot_ev=-15177.6217 de_lowest_kcal_mol=1.9 lumo_ev=0.87 smiles=CCS.CC
C 0.5564 0.1154 -2.2708 0.0 -0.8 -0.4 -0.19
C 0.2172 1.2714 -1.3489 0.0 -0.3 -0.1 -0.64
S -0.9784 2.4417 -2.0542 0.1 0.2 0.0 0.68
H -0.2902 -0.3021 -2.8337 -0.1 0.4 0.3 0.07
H 0.9553 -0.7434 -1.7170 0.2 0.3 0.1 0.06
H 1.2949 0.3914 -3.0217 0.1 0.1 0.0 0.07
H -0.1817 0.8962 -0.4111 -0.1 0.1 0.1 0.04
H 1.1236 1.8271 -1.1146 -0.1 0.1 0.0 0.06
H -2.0605 1.8675 -1.5314 -0.2 -0.1 0.0 -0.16
C -0.8151 -1.2060 2.0270 0.1 0.5 -0.2 -0.17
C 0.6470 -0.7681 2.0812 0.2 0.0 -0.2 -0.17
H -1.1554 -1.7122 2.9241 0.0 -0.1 0.1 0.06
H -1.4425 -0.3229 1.8789 -0.1 -0.1 0.1 0.06
H -0.9890 -1.8486 1.1663 0.0 -0.2 0.0 0.06
H 0.8648 -0.0154 2.8354 -0.2 0.0 0.2 0.06
H 1.3388 -1.5932 2.2589 -0.1 -0.1 -0.1 0.06
H 0.9147 -0.2986 1.1316 0.1 -0.1 0.0 0.04

Entry 3:
15
Properties=species:S:1:pos:R:3:forces:R:3:lowdin_charge:R:1 method="wB97M-V/def2-TZVPD" homo_ev=-15.50 e_tot_ev=-8824.1070 de_lowest_kcal_mol=24.3 lumo_ev=-4.91 charge=+1
C 0.1623 -0.4482 1.5884 -0.1 -2.1 -1.5 0.13
N 1.1137 -0.4533 0.6930 0.0 -2.3 1.5 0.15
H 0.1162 -1.2607 2.3372 1.0 0.6 -0.2 0.12
H -0.8710 -0.0258 1.5392 1.5 1.1 -0.6 0.11
H 1.1206 0.0706 -0.2027 -0.4 0.4 0.2 0.09
H 1.8472 -1.2925 0.6975 -2.0 2.6 0.4 0.21
H 0.9816 -3.0978 -1.1417 0.5 -1.1 -0.6 0.03
H -0.5496 -2.7806 -1.1802 1.0 0.0 0.1 0.08
O 0.3333 -2.4601 -0.9046 -1.4 0.8 0.4 -0.04
H -1.7974 2.7974 1.4650 0.4 -1.8 -1.6 0.11
H -2.2406 2.6172 0.0352 -0.1 -0.3 -0.2 0.05
O -1.7290 2.1274 0.6937 -0.3 2.0 1.7 -0.10
H -0.3765 1.4412 -1.1395 1.8 -1.0 -0.9 0.09
H 0.6385 1.6878 -2.2173 1.2 2.5 -2.6 0.01
O 0.4409 1.0458 -1.6109 -3.0 -1.5 3.8 -0.03

Entry 4:
18
Properties=species:S:1:pos:R:3:forces:R:3:lowdin_charge:R:1 method="wB97M-V/def2-TZVPD" homo_ev=-8.88 e_tot_ev=-77735.5980 de_lowest_kcal_mol=7.8 lumo_ev=0.42 smiles="C[Se]CN1CC(=O)NC1=O"
C 1.3169 0.5436 -1.8028 -0.3 0.5 -1.8 -0.47
Se 1.2832 -1.2341 -0.9732 -1.7 0.2 0.1 0.82
C -0.8398 -1.1323 -0.4534 2.9 -4.6 3.2 -0.30
N -0.9520 -0.3338 0.6877 -1.7 1.8 -0.4 -0.14
C -0.5433 -0.6647 2.0137 3.1 -0.8 -0.7 -0.06
C -0.3606 0.6522 2.6856 0.6 1.1 2.1 -0.44
O 0.0327 0.8950 3.8278 -0.4 -0.8 -1.7 0.07
N -0.8646 1.5961 1.8465 0.3 -4.6 -1.7 0.23
C -1.2760 1.0019 0.5791 0.1 1.8 1.6 -0.44
O -1.7993 1.6492 -0.2881 0.3 -0.8 -0.4 0.11
H 1.7871 0.5734 -2.8815 -0.5 -0.1 2.5 0.07
H 0.2792 0.7723 -1.9727 -0.7 -0.3 -0.5 -0.02
H 1.5083 1.4050 -1.1549 1.2 -0.5 0.0 0.02
H -1.3337 -0.8187 -1.2677 -1.7 1.6 -2.8 0.03
H -1.2230 -2.2259 -0.1822 1.2 2.2 -0.8 0.13
H 0.4095 -1.2699 1.9250 -0.9 0.7 0.5 0.14
H -1.2229 -1.1597 2.6420 -1.3 -1.2 0.4 0.13
H -0.8753 2.4659 2.2182 -0.5 3.6 0.4 0.12

Entry 5:
41
Properties=species:S:1:pos:R:3:forces:R:3:lowdin_charge:R:1 method="wB97M-V/def2-TZVPD" homo_ev=-5.70 e_tot_ev=-24562.3949 de_lowest_kcal_mol=103.8 lumo_ev=-2.27
C 0.5984 1.7392 -1.6577 0.3 0.8 0.5 -0.04
C -0.2249 0.5003 -1.7569 -1.9 1.3 -0.8 -0.51
C -1.6029 0.5504 -2.1047 -0.8 0.7 -0.1 -0.14
C -2.3344 -0.7478 -2.0835 0.0 -0.3 0.1 -0.19
C -3.8144 -0.6173 -2.4488 0.1 0.1 -0.2 -0.17
C -4.3529 0.7505 -2.0466 -0.1 -0.1 0.3 -0.20
O -3.6394 1.8190 -2.6562 0.5 0.1 -0.2 -0.02
C -2.2627 1.7745 -2.5139 2.1 -0.5 0.4 -0.46
O -1.5768 2.7692 -2.7397 -1.6 0.5 -0.4 0.01
O 0.3068 -0.5806 -1.5299 1.3 -2.3 1.1 -0.05
H 0.0062 2.5710 -1.2748 0.1 0.1 -0.2 0.07
H 1.4434 1.5731 -0.9896 0.2 -0.3 0.0 0.05
H 0.9827 2.0225 -2.6368 -0.1 0.1 0.0 0.09
H -1.8306 -1.4479 -2.7618 -0.1 -0.1 0.1 0.11
H -2.2188 -1.1814 -1.0823 -0.1 -0.3 0.1 0.09
H -3.9432 -0.7321 -3.5312 0.0 0.1 0.1 0.11
H -4.4006 -1.4172 -1.9806 0.0 0.2 0.0 0.11
H -5.4098 0.8719 -2.3221 0.3 0.0 -0.1 0.12
H -4.2878 0.9044 -0.9623 0.0 -0.2 0.1 0.12
C -1.2360 -0.3946 2.9959 -0.2 -0.5 0.0 -0.02
N 0.1211 -0.1589 2.5036 1.5 -2.2 -1.8 -0.12
C 0.4858 1.2454 2.2975 0.5 0.2 0.1 -0.02
C 0.8228 -1.1933 1.9353 -2.2 2.9 0.9 0.08
C 2.1756 -1.1509 1.5417 1.6 0.3 -0.3 -0.19
C 3.0972 -0.2516 2.1341 -0.6 -0.4 -0.1 -0.02
C 4.3984 -0.1949 1.7033 0.2 0.1 0.0 -0.06
C 4.8372 -1.0305 0.6852 -0.2 0.0 0.0 -0.04
C 3.9643 -1.9441 0.1117 0.3 0.0 -0.1 -0.05
C 2.6605 -2.0214 0.5363 -0.8 0.3 0.5 0.01
H -1.6481 0.5080 3.4450 0.2 0.0 -0.1 0.10
H -1.8832 -0.7020 2.1748 0.0 0.0 -0.1 0.11
H -1.2241 -1.1782 3.7533 0.0 0.0 0.0 0.10
H -0.3804 1.8193 1.9734 -0.2 -0.3 0.0 0.11
H 0.8679 1.6801 3.2191 0.0 0.1 0.1 0.10
H 1.2427 1.3306 1.5200 -0.1 -0.1 0.0 0.09
H 0.2530 -2.0736 1.6938 -0.3 -0.3 0.4 0.15
H 2.7756 0.3556 2.9615 0.0 0.2 0.1 0.11
H 5.0833 0.5030 2.1571 0.1 0.1 0.1 0.11
H 5.8568 -0.9651 0.3400 0.1 0.0 0.0 0.11
H 4.3113 -2.5865 -0.6802 0.0 -0.1 -0.1 0.12
H 1.9801 -2.7181 0.0769 -0.2 -0.1 -0.2 0.13

Entry 6:
42
Properties=species:S:1:pos:R:3:forces:R:3:lowdin_charge:R:1 method="wB97M-V/def2-TZVPD" homo_ev=-7.86 e_tot_ev=-63607.4148 lumo_ev=-1.15 smiles="O=C(O)CCCN1C(=O)/C(=C/c2ccc(-c3nc4ccccc4s3)o2)SC1=S"
O -3.8847 -0.8096 -1.5370 0.0 0.1 -0.2 0.11
C -4.2842 -1.8856 -1.1744 -0.1 0.1 -0.1 -0.53
O -3.6286 -3.0174 -1.4372 0.2 -0.7 0.0 0.12
C -5.5521 -2.1577 -0.4047 -0.1 0.1 0.0 -0.09
C -6.3276 -0.8984 -0.0232 0.3 0.0 0.0 -0.15
C -5.7318 -0.1639 1.1800 -0.4 -0.2 0.1 -0.15
N -4.4735 0.4760 0.8610 -0.1 0.1 0.2 -0.10
C -3.2762 -0.1778 1.0729 0.2 -0.4 0.4 -0.47
O -3.1892 -1.2657 1.5992 0.0 0.0 -0.1 0.11
C -2.1602 0.6362 0.5835 1.1 0.1 -0.2 -0.41
C -0.8778 0.2099 0.6685 -1.0 -0.3 0.2 0.02
C 0.2846 0.8849 0.2228 0.0 1.3 -0.6 -0.25
C 0.4865 2.1152 -0.3907 -0.4 -0.9 0.5 0.00
C 1.8615 2.2396 -0.5918 0.7 -0.8 0.3 0.03
C 2.4313 1.0805 -0.0920 -0.8 1.4 -0.6 -0.27
C 3.7975 0.6836 -0.0427 0.8 -1.0 0.4 -0.48
N 4.7773 1.3918 -0.4843 -0.9 0.7 -0.3 0.12
C 5.9722 0.7734 -0.3112 0.5 -1.0 0.4 -0.31
C 7.2166 1.2810 -0.6837 -0.1 0.0 0.0 -0.01
C 8.3425 0.5272 -0.4387 0.0 0.1 0.0 -0.09
C 8.2542 -0.7245 0.1712 0.0 -0.1 0.1 -0.09
C 7.0345 -1.2495 0.5495 0.1 -0.1 0.0 -0.10
C 5.8963 -0.4990 0.3073 -0.2 0.4 -0.2 -0.47
S 4.2413 -0.8833 0.6630 0.1 0.5 -0.2 1.11
O 1.4780 0.2683 0.3974 0.1 -0.3 0.1 0.08
S -2.7532 2.1207 -0.1052 -0.2 0.0 0.0 1.05
C -4.4210 1.6790 0.2365 0.0 0.3 0.0 -1.09
S -5.7043 2.6147 -0.1256 0.1 0.2 -0.1 0.69
H -2.8085 -2.8368 -1.9232 -0.2 0.3 0.1 0.14
H -5.2736 -2.7303 0.4826 0.0 -0.1 -0.1 0.13
H -6.1672 -2.8071 -1.0316 0.0 -0.1 0.0 0.13
H -7.3508 -1.1752 0.2320 0.0 0.0 0.0 0.12
H -6.3602 -0.2160 -0.8747 -0.1 0.0 0.0 0.10
H -6.4233 0.6127 1.5162 0.2 -0.1 0.0 0.10
H -5.5294 -0.8642 1.9944 0.0 0.1 -0.1 0.13
H -0.7218 -0.7575 1.1303 -0.1 -0.1 0.0 0.14
H -0.2703 2.8247 -0.6546 -0.1 0.1 -0.1 0.07
H 2.3956 3.0521 -1.0379 0.2 0.1 -0.1 0.12
H 7.2697 2.2495 -1.1539 0.0 0.1 -0.1 0.11
H 9.3120 0.9082 -0.7218 0.1 0.0 0.0 0.10
H 9.1542 -1.2927 0.3507 0.1 -0.1 0.0 0.10
H 6.9635 -2.2170 1.0212 0.1 -0.1 0.0 0.11